Entry 1:
Below is a structure of composition C12H18O12Pt in a non-equilibrium geometry, with properties calculated with the ωB97M-V functional and the def2-TZVPD basis.

Element x y z (Å)
Pt: -0.808 -0.145 -0.012
C: 2.030 -2.123 3.256
C: 1.639 -2.189 1.734
O: 2.243 -3.060 1.094
O: 0.760 -1.509 1.262
H: 2.654 -2.990 3.476
H: 1.115 -2.028 3.841
H: 2.674 -1.246 3.317
C: -2.535 2.362 -3.192
C: -1.885 2.433 -1.748
O: -1.281 3.430 -1.419
O: -1.977 1.447 -0.884
H: -1.870 2.020 -3.984
H: -3.130 3.173 -3.611
H: -3.260 1.558 -3.069
C: -0.575 1.117 4.255
C: -0.380 1.814 2.967
O: -0.912 1.430 1.896
O: 0.410 2.785 2.959
H: 0.183 0.340 4.346
H: -1.553 0.637 4.250
H: -0.557 1.793 5.111
C: 1.387 0.283 -3.710
C: 1.197 -0.913 -2.743
O: 1.833 -1.960 -2.857
O: 0.457 -0.912 -1.744
H: 2.130 1.042 -3.466
H: 0.374 0.685 -3.680
H: 1.764 -0.007 -4.691
C: 3.331 1.568 -1.060
C: 2.181 2.116 -0.204
O: 1.081 1.494 -0.209
O: 2.291 3.095 0.536
H: 3.359 0.478 -1.043
H: 4.261 1.867 -0.577
H: 3.114 2.046 -2.015
C: -3.599 -3.583 0.387
C: -2.472 -2.650 0.010
O: -1.466 -3.074 -0.603
O: -2.535 -1.421 0.284
H: -3.483 -4.645 0.171
H: -4.486 -3.166 -0.089
H: -3.707 -3.393 1.455

Output
total charge = -4
gap between HOMO and LUMO (alpha / beta) = 4.038 / 4.090 eV
spin multiplicity = 3
E_LUMO (alpha / beta) = 8.605 / 8.591 eV
energy relative to the best compared isomer or geometry (same formula, charge and spin) = 80.09 kcal per mole

Entry 2:
Below is a cluster of 3 separate species, C12H18O9 in total in a non-equilibrium geometry, with properties calculated with the ωB97M-V functional and the def2-TZVPD basis.

Element x y z (Å)
C: -0.841 4.744 -0.555
C: 0.023 3.569 -1.293
C: 1.382 4.056 -1.624
O: 2.351 3.293 -1.138
C: 1.765 2.428 -0.232
O: 2.211 1.789 0.720
O: 0.420 2.556 -0.358
H: -1.831 4.301 -0.442
H: -0.942 5.722 -1.026
H: -0.597 4.711 0.507
H: -0.340 3.131 -2.222
H: 1.333 5.120 -1.393
H: 1.407 4.278 -2.691
C: -1.466 1.287 1.948
C: -0.850 -0.074 1.603
C: 0.055 -0.656 2.601
O: -0.599 -1.865 2.955
C: -1.659 -2.075 2.136
O: -2.232 -3.184 1.941
O: -1.817 -1.032 1.411
H: -1.774 1.969 1.155
H: -0.572 1.829 2.255
H: -2.240 1.322 2.715
H: -0.414 0.000 0.607
H: 0.216 -0.016 3.468
H: 1.039 -0.840 2.169
C: 0.727 -2.243 -2.054
C: 0.927 -3.690 -1.606
C: 1.091 -3.857 -0.123
O: -0.062 -4.697 0.173
C: -0.891 -4.890 -0.822
O: -1.928 -5.530 -0.797
O: -0.349 -4.266 -1.905
H: 1.581 -1.590 -1.874
H: -0.129 -1.829 -1.521
H: 0.388 -2.100 -3.080
H: 1.658 -4.244 -2.194
H: 1.021 -2.934 0.452
H: 1.938 -4.493 0.133

Output
total charge = +1
gap between HOMO and LUMO (alpha / beta) = 10.128 / 3.459 eV
spin multiplicity = 2
E_LUMO (alpha / beta) = -3.270 / -9.939 eV
energy relative to the best compared isomer or geometry (same formula, charge and spin) = 22.40 kcal per mole

Entry 3:
Below is a structure of composition C12H19B2F4MoN6O6Se3Te, with properties calculated with the ωB97M-V functional and the def2-TZVPD basis.

Element x y z (Å)
Mo: 0.723 0.069 -0.220
C: -2.755 -1.690 1.841
C: -1.416 -1.331 1.313
N: -1.231 -0.263 0.616
O: -2.296 0.557 0.537
B: -2.438 1.497 -0.597
F: -2.508 0.821 -1.802
F: -3.500 2.290 -0.331
O: -1.189 2.427 -0.665
N: -0.122 2.035 0.077
C: 0.148 2.722 1.133
C: -0.616 3.916 1.569
C: 1.268 2.180 1.900
N: 1.635 1.012 1.505
O: 2.724 0.505 2.072
B: 2.553 -0.865 2.746
F: 1.573 -0.708 3.719
F: 3.770 -1.234 3.183
O: 2.079 -1.854 1.722
N: 0.890 -1.428 1.245
C: -0.171 -2.042 1.639
C: -0.079 -3.244 2.502
C: 1.944 2.880 3.020
H: -3.259 -0.797 2.207
H: -2.702 -2.433 2.627
H: -3.362 -2.084 1.021
H: -1.539 4.009 1.004
H: -0.010 4.813 1.420
H: -0.835 3.842 2.634
H: 0.481 -2.996 3.404
H: 0.491 -4.002 1.963
H: -1.051 -3.645 2.764
H: 1.458 3.819 3.262
H: 2.987 3.068 2.755
H: 1.957 2.228 3.895
C: -0.638 -0.135 -4.452
C: -0.213 -0.443 -3.062
N: 0.218 0.475 -2.257
O: 0.310 1.728 -2.820
C: -0.345 -1.753 -2.504
C: -0.829 -2.935 -3.275
N: -0.117 -1.833 -1.219
O: -0.353 -2.880 -0.579
H: -1.645 0.288 -4.396
H: -0.666 -1.029 -5.065
H: 0.008 0.614 -4.903
H: -0.320 2.271 -2.295
H: -0.217 -3.099 -4.163
H: -1.862 -2.794 -3.599
H: -0.782 -3.820 -2.648
Se: 2.872 -1.041 -1.026
Se: 2.787 -0.521 -4.565
Te: 3.145 1.641 -3.749
Se: 3.043 1.190 -1.108

Output
total charge = +1
gap between HOMO and LUMO (alpha / beta) = 6.195 / 6.266 eV
spin multiplicity = 3
E_LUMO (alpha / beta) = -5.305 / -5.712 eV
energy relative to the best compared isomer or geometry (same formula, charge and spin) = 0.27 kcal per mole

So what do the calculations give for energy? Going down the list: -40540.333 -31151.129 -251386.539 eV.